1.
Here is a 2-piece molecular cluster, C4H10O2 overall at a distorted geometry from OMol25. Energies are from ωB97M-V with the def2-TZVPD basis set.

## Properties
SMILES ... C/C=C(/C)O.O
Energy relative to the best compared isomer or geometry (same formula, charge and spin) ... 1.246 eV
Gap between HOMO and LUMO ... 9.441 eV
HOMO energy ... -8.77 eV
Charge ... 0

The geometry in XYZ format:
```
16
Properties=species:S:1:pos:R:3:forces:R:3:nbo_charge:R:1
C 1.96366 1.37075 1.29161 -0.324 -0.815 -0.321 -0.6363
C 0.92646 1.42996 0.20252 0.116 0.393 -0.002 -0.2957
C -0.09170 0.59311 0.00606 0.206 0.620 -0.153 0.3136
C -1.32667 1.01804 -0.74820 0.604 -0.484 -0.694 -0.6564
O -0.16175 -0.67581 0.53359 -0.282 0.351 0.829 -0.7099
H 2.89766 0.92375 0.96483 0.249 -0.047 -0.047 0.2179
H 1.58023 0.75166 2.11052 0.216 0.143 0.137 0.1875
H 2.18023 2.36051 1.67869 -0.045 0.108 0.049 0.2246
H 0.96362 2.29654 -0.45203 -0.299 0.129 0.292 0.2027
H -1.89669 1.75514 -0.18556 -0.191 -0.328 0.198 0.2286
H -1.91030 0.12960 -0.99813 -0.243 0.289 0.074 0.2131
H -1.04777 1.51971 -1.67833 0.017 -0.107 0.002 0.2262
H 0.28056 -0.67652 1.39803 0.039 -0.178 -0.337 0.4834
O -1.02272 -2.99946 -1.11954 0.137 0.151 -0.153 -0.9362
H -0.21602 -2.65970 -0.71362 -0.101 -0.069 0.104 0.4761
H -1.42776 -2.19203 -1.45536 -0.098 -0.154 0.023 0.4610
```
Forces are in eV/Å.

=====

2.
Here is C28H24ErIN6O as an isolated structure at a distorted geometry from OMol25. Energies are from ωB97M-V with the def2-TZVPD basis set.

## Properties
⟨S²⟩ ... 3.753
Spin multiplicity ... 4
Gap between HOMO and LUMO (spin up / spin down) ... 6.577 / 6.618 eV
HOMO energy (spin up / spin down) ... -12.32 / -12.32 eV
Charge ... +2

The geometry in XYZ format:
```
61
Properties=species:S:1:pos:R:3:forces:R:3:mulliken_spin:R:1
Er 0.21977 0.16091 -0.34051 0.759 0.210 -0.927 3.0650
C -2.07731 -2.68641 -3.00881 0.059 0.081 0.079 -0.0003
C -1.16486 -1.75386 -2.51440 0.059 0.069 0.058 -0.0022
N -1.15615 -1.33993 -1.24977 -0.754 -0.696 -0.261 -0.0065
C -2.06764 -1.83906 -0.35922 -0.579 -0.393 0.369 0.0017
C -3.03072 -2.80090 -0.79640 0.370 0.362 0.100 -0.0032
C -3.01031 -3.20551 -2.14720 0.242 0.262 0.170 -0.0008
C -3.96729 -3.32170 0.11253 -0.093 0.048 0.465 0.0004
C -3.93252 -2.90051 1.41397 -0.213 -0.366 -0.605 0.0000
C -2.99614 -1.96453 1.85617 0.657 0.551 -0.066 -0.0008
C -2.03833 -1.38561 1.02522 -0.613 -0.538 -0.097 -0.0056
N -1.06381 -0.44313 1.33526 0.364 0.123 -0.505 -0.0225
C -0.76364 0.15389 2.55490 0.095 0.315 0.751 -0.0106
C -1.38372 -0.01578 3.79181 0.028 -0.212 -0.833 -0.0001
C -0.98822 0.65851 4.94848 0.482 0.473 0.242 0.0003
C 0.05647 1.54169 4.94305 -0.347 -0.261 0.142 0.0001
C 0.75020 1.76792 3.74201 -0.107 -0.208 -0.468 -0.0041
C 1.84133 2.65893 3.67698 -0.151 -0.212 -0.289 -0.0005
C 2.50409 2.85274 2.49162 -0.065 -0.064 -0.085 0.0000
C 2.06771 2.15324 1.36610 -0.047 -0.053 -0.054 -0.0015
N 1.03857 1.30983 1.38402 0.340 0.504 0.928 -0.0041
C 0.35517 1.08719 2.54864 -0.270 -0.024 0.733 -0.0003
H -2.03783 -2.98131 -4.04406 0.023 -0.023 -0.105 -0.0001
H -0.40595 -1.32196 -3.17038 -0.153 -0.095 0.091 0.0000
H -3.73883 -3.92809 -2.48331 -0.058 -0.076 -0.059 0.0000
H -4.69175 -4.04324 -0.22702 -0.100 -0.101 -0.037 0.0000
H -4.63947 -3.29042 2.13101 -0.055 -0.043 0.014 0.0000
H -3.05608 -1.70806 2.89436 0.028 0.043 0.009 -0.0004
H -2.21093 -0.68573 3.90914 -0.022 -0.015 -0.047 0.0001
H -1.53304 0.46557 5.86066 -0.007 0.013 0.067 0.0000
H 0.35886 2.06244 5.83652 0.036 0.063 0.125 0.0000
H 2.14052 3.17897 4.57481 0.054 0.059 0.074 0.0000
H 3.34187 3.52560 2.41554 0.089 0.056 -0.023 -0.0001
H 2.57313 2.28034 0.40642 -0.068 0.001 0.188 -0.0001
N -0.09467 1.91466 -1.83094 -0.174 0.263 -0.117 -0.0006
C -0.61329 2.82676 -2.34770 0.493 -0.851 0.474 0.0012
N -1.15954 3.81542 -2.92712 -0.262 0.381 -0.199 -0.0005
C -1.03343 5.19029 -2.43856 0.095 0.871 0.004 0.0001
C -0.73622 6.10019 -3.63983 0.152 0.009 0.330 0.0000
O -1.73085 5.95756 -4.61810 -0.103 0.085 -0.008 0.0000
C -1.75970 4.65192 -5.12841 -0.100 -0.353 -0.035 0.0000
C -2.12210 3.65324 -4.01924 -0.420 0.142 -0.754 0.0001
H -0.24725 5.25188 -1.68738 0.006 -0.051 -0.045 0.0000
H -1.98760 5.48420 -1.98808 0.100 -0.077 -0.018 0.0000
H 0.25104 5.85276 -4.06068 -0.083 0.062 0.084 0.0000
H -0.74978 7.14855 -3.33589 0.088 -0.155 0.075 0.0000
H -0.78160 4.38976 -5.56168 -0.134 -0.007 0.010 0.0000
H -2.51928 4.64254 -5.91221 0.094 -0.140 0.084 0.0000
H -2.10589 2.62749 -4.38488 0.057 0.021 0.028 0.0000
H -3.12129 3.88429 -3.63466 0.111 -0.056 0.002 0.0000
I 5.18927 -0.39736 -3.70483 -0.300 -0.220 0.436 -0.0001
C 4.10985 -1.23069 -2.10025 0.122 0.248 -0.326 -0.0002
C 4.56706 -2.35905 -1.42292 -0.220 0.286 -0.089 0.0002
C 3.80690 -2.85305 -0.37609 -0.214 0.148 0.030 -0.0006
C 2.62259 -2.21553 -0.03634 -0.060 -0.144 0.177 0.0001
N 2.17411 -1.12837 -0.68422 0.355 -0.180 -0.094 -0.0042
C 2.91354 -0.65118 -1.69865 0.202 0.051 -0.201 0.0005
H 5.49234 -2.83483 -1.70954 0.073 -0.041 -0.017 0.0000
H 4.13221 -3.72511 0.16994 -0.045 -0.038 0.071 0.0000
H 2.00534 -2.57993 0.78073 0.086 0.034 -0.100 0.0001
H 2.53452 0.23425 -2.21584 0.099 -0.140 0.052 0.0001
```
Forces are in eV/Å.

=====

| no. | electronic energy (eV) |
| --- | --- |
| 1 | -8404.301 |
| 2 | -76125.023 |